The following is a DFT calculation (ωB97M-V/def2-TZVPD) of an isolated molecule of C4H4O2.

Properties
Orbital gap: 8.22 eV
E_HOMO: -8.981 eV
LUMO: -0.763 eV
Spin multiplicity: 1

Last columns: bonded neighbours and bond lengths (Å).
CARTESIAN COORDINATES (ANGSTROEM)
1 O -1.9613 -0.7497 -0.0754  C2 1.404, H7 0.975
2 C -1.3348 0.4725 -0.3693  O1 1.404, C3 1.496, H8 1.111, H9 1.106
3 C 0.1038 0.4826 -0.7812  C2 1.496, O4 1.418, C5 1.812
4 O 0.5998 -0.8429 -0.6917  C3 1.418, C5 1.356
5 C 1.5229 -0.2313 0.0902  C3 1.812, O4 1.356, C6 1.220
6 C 2.3992 -0.1044 0.9292  C5 1.220, H10 1.073
7 H -1.2550 -1.4173 -0.0027  O1 0.975
8 H -1.3708 1.1786 0.4880  C2 1.111
9 H -1.8796 0.9898 -1.1812  C2 1.106
10 H 3.1758 0.2221 1.5941  C6 1.073

Atomic partial charges in e from the Mulliken method, atoms 1 to 5: O -0.492; C -0.101; C -0.331; O -0.347; C 0.199

The following is a DFT calculation (ωB97M-V/def2-TZVPD) of an isolated molecule of C2N4O.

Properties
Orbital gap (alpha / beta): 7.37 / 9.63 eV
E_HOMO (alpha / beta): -10.700 / -11.841 eV
LUMO (alpha / beta): -3.332 / -2.207 eV
SMILES: N#C/N=[N+](\[O-])C#N
Spin multiplicity: 1

Last columns: bonded neighbours and bond lengths (Å).
CARTESIAN COORDINATES (ANGSTROEM)
1 C -0.0863 -1.6371 0.8645  N3 1.162, N5 1.265
2 C -0.3762 1.4483 -0.9106  N4 1.146, N6 1.332
3 N 0.1364 -2.6162 1.4499  C1 1.162
4 N -0.9976 2.1956 -1.5178  C2 1.146
5 N -0.5711 -0.6847 0.1867  C1 1.265, N6 1.642
6 N 0.3713 0.6026 -0.2037  C2 1.332, N5 1.642, O7 1.203
7 O 1.5235 0.6915 0.1309  N6 1.203

Atomic partial charges in e from the Mulliken method, atoms 1 to 5: C 0.480; C 0.353; N -0.320; N -0.257; N -0.326

The following is a DFT calculation (ωB97M-V/def2-TZVPD) of an isolated molecule of C23H29N3O3.

Properties
Orbital gap: 9.14 eV
E_HOMO: -8.452 eV
LUMO: 0.687 eV
SMILES: Cc1cc(C)cc(NC(=O)OCCN2CCN(Cc3ccccc3)CCC2=O)c1
Spin multiplicity: 1

Last columns: bonded neighbours and bond lengths (Å).
CARTESIAN COORDINATES (ANGSTROEM)
1 C 2.1983 -1.6225 0.2622  C2 1.498, H56 1.087, H57 1.090, H58 1.088
2 C 1.8182 -1.7894 -1.1773  C1 1.498, C3 1.389, C7 1.386
3 C 0.4839 -1.7416 -1.5597  C2 1.389, C4 1.388, H55 1.076
4 C 0.1348 -1.8755 -2.8966  C3 1.388, C5 1.394, N14 1.399
5 C 1.1347 -2.0677 -3.8489  C4 1.394, C6 1.384, H13 1.081
6 C 2.4679 -2.1190 -3.4810  C5 1.384, C7 1.389, C9 1.499
7 C 2.7990 -1.9744 -2.1394  C2 1.386, C6 1.389, H8 1.080
8 H 3.8369 -2.0116 -1.8418  C7 1.080
9 C 3.5440 -2.3257 -4.5034  C6 1.499, H10 1.089, H11 1.089, H12 1.087
10 H 4.1304 -3.2107 -4.2613  C9 1.089
11 H 4.2208 -1.4725 -4.5164  C9 1.089
12 H 3.1221 -2.4491 -5.4972  C9 1.087
13 H 0.8614 -2.1800 -4.8890  C5 1.081
14 N -1.1819 -1.8346 -3.3681  C4 1.399, C15 1.361, H54 1.013
15 C -2.3846 -1.5675 -2.7904  N14 1.361, O16 1.208, O17 1.347
16 O -3.4014 -1.5549 -3.4424  C15 1.208
17 O -2.3329 -1.3258 -1.4660  C15 1.347, C18 1.427
18 C -3.5757 -0.9761 -0.8588  O17 1.427, H19 1.094, C20 1.531, H53 1.091
19 H -4.3796 -1.5076 -1.3763  C18 1.094
20 C -3.8464 0.5298 -0.9231  C18 1.531, N21 1.447, H51 1.093, H52 1.095
21 N -3.1439 1.2910 0.0871  C20 1.447, C22 1.355, C31 1.446
22 C -3.8688 1.8751 1.0720  N21 1.355, O23 1.217, C24 1.515
23 O -5.0794 1.7672 1.1372  C22 1.217
24 C -3.0870 2.6760 2.0927  C22 1.515, H25 1.091, H26 1.091, C27 1.531
25 H -3.8271 3.1681 2.7252  C24 1.091
26 H -2.4850 3.4409 1.6009  C24 1.091
27 C -2.1805 1.8111 2.9724  C24 1.531, N28 1.451, H49 1.105, H50 1.093
28 N -0.8931 1.5567 2.3541  C27 1.451, C29 1.451, C35 1.453
29 C -0.9932 0.6893 1.1952  N28 1.451, H30 1.105, C31 1.532, H34 1.092
30 H -1.5160 -0.2539 1.4366  C29 1.105
31 C -1.7013 1.3706 0.0198  N21 1.446, C29 1.532, H32 1.095, H33 1.090
32 H -1.3768 2.4156 -0.0242  C31 1.095
33 H -1.3921 0.8789 -0.9026  C31 1.090
34 H 0.0243 0.4460 0.8822  C29 1.092
35 C 0.0751 1.0476 3.3111  N28 1.453, C36 1.506, H47 1.096, H48 1.105
36 C 1.4916 1.1467 2.8095  C35 1.506, C37 1.389, C41 1.389
37 C 1.8656 2.1620 1.9384  C36 1.389, C38 1.383, H46 1.079
38 C 3.1755 2.2691 1.5069  C37 1.383, C39 1.385, H45 1.080
39 C 4.1311 1.3706 1.9522  C38 1.385, C40 1.384, H44 1.080
40 C 3.7681 0.3622 2.8285  C39 1.384, C41 1.384, H43 1.080
41 C 2.4548 0.2486 3.2502  C36 1.389, C40 1.384, H42 1.081
42 H 2.1755 -0.5435 3.9306  C41 1.081
43 H 4.5081 -0.3409 3.1815  C40 1.080
44 H 5.1545 1.4565 1.6182  C39 1.080
45 H 3.4538 3.0591 0.8248  C38 1.080
46 H 1.1162 2.8622 1.6034  C37 1.079
47 H -0.0006 1.6584 4.2178  C35 1.096
48 H -0.1428 0.0034 3.6014  C35 1.105
49 H -2.7074 0.8746 3.2314  C27 1.105
50 H -1.9938 2.3556 3.9017  C27 1.093
51 H -4.9114 0.7019 -0.7498  C20 1.093
52 H -3.5817 0.8964 -1.9202  C20 1.095
53 H -3.5100 -1.3142 0.1764  C18 1.091
54 H -1.2761 -2.0082 -4.3614  N14 1.013
55 H -0.2793 -1.6089 -0.8131  C3 1.076
56 H 1.3589 -1.8404 0.9173  C1 1.087
57 H 2.5181 -0.5970 0.4476  C1 1.090
58 H 3.0262 -2.2783 0.5216  C1 1.088

Atomic partial charges in e from the Mulliken method, atoms 1 to 5: C -1.571; C 0.593; C -0.549; C 0.675; C -0.792

The calculation returns the following DFT total energy values, one per record and in order: -8300.751, -10074.879, -34936.058 eV.
The calculation returns the following maximum force values, one per record and in order: 2.08, 5.87, 0.77 eV/Å.